No. 1
# C6H10BrOP

A molecular structure, C6H10BrOP in a non-equilibrium geometry (ωB97M-V/def2-TZVPD, OMol25).

Output
E_HOMO: -9.36 eV
orbital gap: 9.74 eV
energy above the lowest of the compared OMol25 structures with the same formula, charge and spin: 0.751 eV

```
! wB97M-V def2-TZVPD RIJCOSX def2/J DEFGRID3
* xyz 0 1
C 1.13510 1.67447 -2.22494
C 0.26707 0.93411 -1.51107
C -1.02291 1.42202 -0.93479
C -1.90034 0.18199 -0.70655
C 1.38137 -1.54320 1.33179
C -0.03156 -0.82588 1.19611
O -0.59332 -2.31329 -1.18255
P -0.45805 -0.96147 -0.64115
Br 1.18387 3.46900 -2.64071
H 1.97759 1.23760 -2.74067
H -0.89900 1.97616 -0.03195
H -1.56224 2.04908 -1.70485
H -2.44230 0.24914 0.21112
H -2.50313 -0.08919 -1.54030
H 1.89375 -1.07306 0.48014
H 1.82693 -1.52730 2.36541
H 1.20372 -2.53878 1.02125
H 0.05436 0.31176 1.36005
H -0.78675 -1.48213 1.71110
*
```

natural (NBO) atomic charge list, values in e, 8 entries: atom 1 (C): -0.34, atom 2 (C): -0.22, atom 3 (C): -0.50, atom 4 (C): -0.77, atom 5 (C): -0.62, atom 6 (C): -0.75, atom 7 (O): -1.04, atom 8 (P): 1.86

***

No. 2
# C4H7FO

A molecular structure, C4H7FO in a non-equilibrium geometry (ωB97M-V/def2-TZVPD, OMol25).

Output
E_HOMO: -9.25 eV
orbital gap: 9.74 eV
energy above the lowest of the compared OMol25 structures with the same formula, charge and spin: 3.560 eV

```
! wB97M-V def2-TZVPD RIJCOSX def2/J DEFGRID3
* xyz 0 1
C 0.22071 1.43665 0.08969
C 0.32559 -0.02734 -0.14265
C -0.93839 -0.85286 0.38369
C 1.48060 -0.78315 -0.12313
H 1.06882 1.74449 -0.71899
H 0.16485 1.81740 1.15433
H -0.85727 1.64638 -0.24477
H -0.61419 -1.96910 0.40666
H -1.03730 -0.37802 1.36258
H -2.01361 -0.13999 -1.52802
H 1.50795 -1.91006 -0.20004
O -2.03063 -0.32848 -0.31536
F 2.72288 -0.25591 -0.12399
*
```

natural (NBO) atomic charge list, values in e, 8 entries: atom 1 (C): -0.70, atom 2 (C): -0.12, atom 3 (C): -0.07, atom 4 (C): 0.23, atom 5 (H): 0.24, atom 6 (H): 0.24, atom 7 (H): 0.24, atom 8 (H): 0.17

***

No. 3
# C28H44Cl3MnN4O3SeSi

A molecular structure, C28H44Cl3MnN4O3SeSi in a non-equilibrium geometry (ωB97M-V/def2-TZVPD, OMol25).

Output
E_HOMO (spin up / spin down): -7.56 / -7.74 eV
orbital gap (spin up / spin down): 6.64 / 7.91 eV
energy above the lowest of the compared OMol25 structures with the same formula, charge and spin: 0.000 eV
expectation value of S²: 6.11

```
! wB97M-V def2-TZVPD RIJCOSX def2/J DEFGRID3
* xyz 0 5
C 0.62456 -1.61546 -3.79459
C 0.47164 -2.72157 -2.80163
H 1.41339 -1.79120 -4.52128
H 0.81985 -0.67343 -3.28547
H -0.30819 -1.47514 -4.34648
C 1.03105 -3.93005 -2.89286
C 1.91565 -4.44869 -3.97544
H 0.81445 -4.64467 -2.10600
H 2.15228 -3.70459 -4.73091
H 1.45131 -5.29659 -4.48509
H 2.85945 -4.82102 -3.56843
Mn -0.02354 0.16771 -0.00673
Cl -2.21279 0.34187 -0.74594
Cl 0.79506 1.51994 -1.70750
C -1.68975 -1.55225 1.74925
O -0.65959 -0.85753 1.72227
N -2.07034 -2.26502 2.80968
C -1.26277 -2.32626 4.00891
C -3.26475 -3.08132 2.76503
H -2.36027 -1.59646 0.89252
H -0.44489 -1.62195 3.91803
H -0.86203 -3.33194 4.14389
H -1.86509 -2.07328 4.88102
H -3.74312 -2.97766 1.79697
H -3.96447 -2.77707 3.54409
H -3.01145 -4.13092 2.90534
H 3.04837 -1.36211 -2.09904
H 3.22675 -3.50312 -0.77474
C 3.48512 -0.81594 -1.26692
C 3.72924 -2.91916 -0.00325
N 3.25048 -1.55416 -0.03835
H 3.00568 0.15259 -1.20532
C 2.44297 -1.08886 0.90430
O 1.88964 0.02460 0.90014
H 3.52210 -3.36451 0.96572
H 2.30659 -1.77785 1.74860
H 4.55777 -0.70556 -1.42480
H 4.80334 -2.94722 -0.18082
O 0.40559 -1.47583 -0.80092
C -0.37530 -2.31519 -1.60283
C -0.23341 -3.98937 0.28569
C -0.91667 -3.48626 -0.81606
H 0.67658 -3.49446 0.59047
C -0.71499 -5.08771 0.98352
H -1.23867 -1.76497 -1.99329
C -2.11239 -4.09365 -1.18745
H -0.16187 -5.47391 1.83143
C -1.90245 -5.69436 0.59656
C -2.60509 -5.18629 -0.48883
H -2.65982 -3.70262 -2.03634
H -2.28096 -6.55206 1.13824
H -3.53686 -5.64567 -0.79340
Si 2.70344 5.39127 -4.67645
Cl 3.33656 4.09253 -6.20324
C 3.98894 5.32244 -3.32392
C 1.04380 4.77702 -4.08079
C 2.57828 7.09950 -5.41995
H 4.09289 4.31379 -2.92795
H 3.71431 5.97884 -2.49741
H 4.96459 5.63746 -3.68961
H 3.53919 7.43337 -5.80750
H 2.25043 7.82214 -4.67203
H 1.86363 7.12183 -6.24082
H 1.11413 3.76331 -3.69037
H 0.31174 4.77218 -4.88633
H 0.65976 5.41572 -3.28458
C -3.52330 2.63920 1.69219
N -2.45562 2.77088 2.68274
C -1.11543 2.65078 2.47195
Se -0.36159 2.50879 0.90367
N -0.39793 2.89160 3.59526
C -1.31495 3.18953 4.53000
C -1.10235 3.58029 5.84959
C -2.23184 3.90346 6.62341
C -3.52842 3.82375 6.06648
C -3.70969 3.42343 4.72906
C -2.56788 3.11356 3.98327
H -3.35693 3.35538 0.85978
H -4.51776 2.84526 2.13409
H -3.53590 1.60518 1.29913
H 0.64132 2.91674 3.69670
H -0.10335 3.65432 6.25946
H -2.10611 4.22592 7.64875
H -4.38827 4.08531 6.66923
H -4.70311 3.38339 4.30527
*
```

Mulliken atomic charge list, values in e, 8 entries: atom 1 (C): -1.41, atom 2 (C): 0.32, atom 3 (H): 0.41, atom 4 (H): 0.06, atom 5 (H): 0.33, atom 6 (C): 0.18, atom 7 (C): -1.59, atom 8 (H): 0.39

***

No. 4
# C3H6NP

C3H6NP in the gas phase in a non-equilibrium geometry (ωB97M-V/def2-TZVPD, OMol25).

Output
E_HOMO (spin up / spin down): -6.95 / -9.71 eV
orbital gap (spin up / spin down): 8.07 / 7.55 eV
energy above the lowest of the compared OMol25 structures with the same formula, charge and spin: 1.394 eV
expectation value of S²: 2.01

```
! wB97M-V def2-TZVPD RIJCOSX def2/J DEFGRID3
* xyz 0 3
C 1.31446 1.12714 0.44868
C 1.36002 -0.12533 0.09554
C -0.24870 -0.86758 -0.18698
N -1.26102 -0.12559 0.39320
P -2.66680 0.28771 -0.19546
H 2.09816 1.74794 0.87660
H 0.44800 1.65774 0.12440
H 2.15567 -0.71922 0.11522
H -0.03151 -0.96916 -1.18918
H -0.11814 -1.93937 0.19915
H -3.21371 0.78623 1.05809
*
```

natural (NBO) atomic charge list, values in e, 8 entries: atom 1 (C): -0.41, atom 2 (C): -0.15, atom 3 (C): -0.29, atom 4 (N): -0.65, atom 5 (P): 0.52, atom 6 (H): 0.20, atom 7 (H): 0.20, atom 8 (H): 0.18

***

The lowest energy above the lowest of the compared OMol25 structures with the same formula, charge and spin belongs to which entry? C28H44Cl3MnN4O3SeSi